(1)
{
  "formula": "C23H39NOPSi2Y",
  "method": "ωB97M-V with the def2-TZVPD basis set",
  "species": ["C", "H", "H", "C", "C", "C", "H", "C", "H", "C", "H", "C", "Si", "H", "H", "C", "C", "H", "C", "C", "C", "H", "C", "H", "Y", "H", "H", "P", "C", "H", "C", "H", "H", "Si", "C", "H", "H", "H", "C", "H", "H", "H", "C", "H", "C", "C", "C", "N", "H", "H", "H", "H", "H", "H", "H", "H", "H", "H", "C", "H", "H", "H", "O", "H", "H", "H", "C", "H"],
  "coordinates": [[15.73, 12.30, 7.78], [14.80, 10.24, 6.18], [5.59, 9.90, 7.43], [8.26, 6.64, 8.73], [7.46, 7.55, 8.01], [6.90, 9.56, 10.16], [11.43, 11.14, 13.57], [7.66, 4.84, 7.23], [9.04, 9.01, 5.42], [6.64, 10.25, 7.41], [13.68, 11.80, 5.17], [14.43, 9.20, 6.43], [13.87, 12.45, 7.63], [15.99, 11.22, 7.84], [16.06, 8.81, 8.94], [11.76, 11.19, 12.55], [13.16, 12.38, 5.94], [12.20, 11.90, 5.85], [6.72, 7.02, 6.94], [11.22, 10.44, 11.59], [9.56, 12.74, 8.75], [14.81, 8.81, 10.37], [13.36, 11.92, 10.92], [13.16, 12.76, 12.91], [10.70, 10.56, 8.17], [12.81, 7.05, 7.97], [11.44, 8.15, 7.45], [7.75, 9.34, 8.50], [8.25, 5.29, 8.40], [15.98, 12.82, 8.67], [15.02, 8.52, 9.32], [13.17, 13.32, 5.44], [6.07, 7.68, 6.36], [13.72, 9.29, 8.15], [6.86, 5.72, 6.56], [7.77, 3.78, 6.95], [8.90, 7.06, 9.53], [15.27, 8.49, 6.24], [13.31, 14.06, 8.56], [9.05, 4.65, 8.87], [6.70, 11.27, 7.62], [10.49, 9.73, 11.91], [13.16, 10.97, 8.54], [14.37, 12.32, 10.71], [12.73, 11.12, 9.96], [9.70, 14.01, 9.20], [9.82, 9.62, 4.97], [11.54, 10.50, 10.33], [10.60, 14.53, 9.02], [6.21, 5.37, 5.75], [7.39, 8.94, 10.96], [14.02, 14.63, 9.14], [12.49, 13.76, 9.26], [12.89, 14.77, 7.84], [15.16, 7.44, 9.33], [6.95, 10.60, 10.42], [9.47, 10.42, 4.40], [8.19, 12.72, 8.42], [12.79, 12.06, 12.21], [6.98, 10.30, 6.40], [13.64, 8.97, 5.71], [5.90, 9.19, 10.22], [10.47, 10.11, 6.17], [10.52, 8.93, 4.51], [8.90, 14.53, 9.67], [16.29, 12.78, 7.02], [12.31, 8.00, 8.19], [11.96, 7.91, 9.22]],
  "lowdin_charge": [-0.170, 0.016, 0.064, -0.129, -0.358, -0.259, 0.100, -0.094, 0.047, -0.289, 0.038, -0.177, 0.463, 0.024, 0.051, -0.075, -0.178, 0.006, -0.104, -0.189, -0.262, 0.026, -0.025, 0.094, 1.294, 0.039, 0.028, 0.888, -0.099, 0.010, -0.178, 0.021, 0.105, 0.383, -0.118, 0.116, 0.099, 0.046, -0.164, 0.121, -0.015, 0.110, -0.431, 0.125, -0.386, -0.211, -0.148, -0.043, -0.025, 0.118, 0.042, 0.024, 0.007, 0.026, 0.015, 0.027, 0.050, 0.066, -0.014, 0.031, 0.031, 0.029, -0.537, 0.073, 0.009, 0.016, -0.216, 0.016],
  "lumo_ev": 0.4953,
  "e_homo_ev": -7.42
}

=====

(2)
{
  "formula": "C10H23N9O6Pr",
  "method": "ωB97M-V with the def2-TZVPD basis set",
  "species": ["O", "H", "H", "O", "H", "N", "H", "C", "N", "H", "H", "H", "H", "H", "O", "N", "H", "C", "H", "H", "O", "N", "C", "H", "H", "N", "O", "C", "C", "H", "H", "C", "C", "O", "N", "C", "C", "H", "H", "H", "H", "C", "Pr", "H", "N", "N", "N", "H", "H"],
  "coordinates": [[0.09, 2.08, 1.72], [1.74, 4.12, 1.50], [1.92, -2.75, -1.83], [2.75, 0.77, -0.84], [-2.21, 1.67, -2.48], [-2.71, -0.97, -0.74], [3.59, 0.75, -1.34], [-2.60, 0.88, -1.87], [0.33, 2.05, -2.05], [-0.62, -5.08, 1.66], [2.55, -1.04, 1.52], [0.07, 4.73, 1.31], [1.90, 5.01, -1.79], [2.90, 3.59, -2.15], [0.77, -3.65, -1.30], [-5.05, -0.89, -0.31], [-0.62, 0.85, 1.94], [-1.62, -2.66, 2.73], [-5.74, -0.15, -0.23], [2.79, 0.54, 2.29], [0.93, 1.49, -3.06], [-0.43, -0.97, 1.29], [0.63, 3.24, -0.11], [-1.82, -1.82, 3.41], [3.28, -1.85, -1.88], [-1.85, -0.14, -1.41], [-1.09, -0.09, 2.10], [0.91, 3.16, -1.50], [0.96, 4.39, 0.76], [-1.95, -4.76, 0.53], [-1.09, -3.44, 3.29], [3.19, -0.16, 1.55], [-0.42, -3.23, 0.58], [2.32, -1.81, -1.92], [-3.86, -0.34, -0.78], [1.88, 4.01, -2.23], [-0.86, -4.65, 0.68], [4.22, -0.47, 1.79], [1.60, 4.07, -3.29], [-4.90, -1.42, 0.53], [1.33, 5.23, 0.16], [-0.79, -2.24, 1.56], [0.68, -0.24, -1.06], [-2.58, -3.09, 2.39], [0.17, 2.07, 0.41], [0.34, -2.78, -0.44], [-3.89, 0.81, -1.50], [3.20, 0.37, 0.51], [-0.35, -5.20, -0.11]],
  "mulliken_spin": [0.379, 0.013, 0.001, -0.091, 0.003, 0.000, 0.006, 0.000, 0.128, 0.000, 0.002, 0.010, -0.004, -0.017, -0.031, 0.000, -0.001, 0.000, 0.000, -0.001, -0.304, -0.003, 0.076, 0.000, 0.001, 0.002, 0.000, -0.083, 0.002, 0.000, 0.000, -0.032, 0.010, 0.001, 0.000, -0.002, -0.001, -0.001, -0.006, 0.000, 0.002, -0.001, 2.027, 0.000, -0.068, -0.014, 0.000, -0.002, 0.000],
  "lumo_ev": [-7.1929, -6.9137],
  "charge": 1,
  "multiplicity": 3,
  "e_homo_ev": [-9.98, -10.18]
}

=====

(3)
{
  "formula": "C3H2AgO3",
  "method": "ωB97M-V with the def2-TZVPD basis set",
  "species": ["C", "C", "Ag", "H", "H", "O", "O", "C", "O"],
  "coordinates": [[0.80, 0.56, -1.13], [-1.56, -0.29, 2.39], [0.91, -1.04, 0.96], [1.10, 1.20, -1.98], [-1.28, 0.49, -1.66], [-0.45, -0.60, 2.61], [1.76, 0.20, -0.26], [-0.49, 0.18, -0.97], [-0.81, -0.70, 0.03]],
  "mulliken_spin": [0.172, -0.003, 0.018, 0.011, 0.017, 0.007, 0.273, 0.227, 0.277],
  "lumo_ev": [0.0872, -1.1293],
  "multiplicity": 2,
  "e_homo_ev": [-8.37, -8.42]
}

=====

(4)
{
  "formula": "C18H16FeN6S2",
  "method": "ωB97M-V with the def2-TZVPD basis set",
  "species": ["H", "N", "C", "C", "H", "C", "H", "Fe", "C", "C", "H", "S", "H", "H", "H", "H", "C", "H", "C", "H", "H", "C", "C", "N", "C", "N", "N", "H", "C", "N", "H", "C", "C", "H", "S", "C", "C", "C", "H", "C", "N", "H", "C"],
  "coordinates": [[1.74, 1.53, 7.46], [-1.29, 0.39, 2.72], [-0.04, 4.13, -2.03], [0.23, 5.45, -2.31], [1.41, 8.04, -0.92], [1.53, 0.88, 6.62], [-4.06, -0.51, 1.41], [-0.37, 2.19, 0.68], [0.94, -0.76, 4.45], [1.35, 1.44, 5.36], [3.42, 1.68, 3.77], [-1.21, 4.00, 1.56], [4.60, 3.75, 0.20], [-0.30, 8.43, -1.01], [0.51, 5.76, -3.30], [1.41, 2.51, 5.23], [3.20, 2.10, 2.80], [-3.41, -0.86, 2.99], [0.14, 6.37, -1.26], [1.58, -0.92, 7.77], [0.70, -1.40, 3.61], [1.43, -0.49, 6.79], [1.05, 0.62, 4.28], [-0.43, 3.75, -0.81], [2.58, 3.07, 0.33], [-3.33, -0.40, 2.09], [1.62, 2.46, 1.04], [5.17, 2.88, 2.47], [-0.55, 4.73, 0.12], [-0.23, 6.00, -0.03], [0.05, 3.35, -2.78], [1.14, -1.31, 5.71], [-2.22, 0.29, 1.81], [1.07, -2.38, 5.85], [-2.12, 1.03, 0.21], [0.48, 7.81, -1.45], [0.85, 1.22, 2.95], [3.86, 3.24, 0.81], [2.30, 3.42, -0.65], [1.93, 1.98, 2.26], [-0.23, 1.12, 2.25], [0.61, 8.07, -2.50], [4.17, 2.76, 2.07]],
  "mulliken_spin": [0.000, -0.006, -0.004, 0.000, 0.000, 0.001, 0.000, 1.176, -0.004, -0.004, 0.000, -0.081, 0.000, 0.000, 0.000, 0.000, -0.006, 0.000, -0.001, 0.000, 0.000, -0.002, -0.003, -0.020, 0.002, 0.004, -0.005, 0.000, 0.018, 0.000, 0.000, 0.001, 0.007, 0.000, -0.033, 0.000, 0.010, -0.006, -0.002, -0.020, -0.026, 0.000, 0.005],
  "lumo_ev": [-4.8801, -4.3264],
  "charge": 1,
  "multiplicity": 2,
  "e_homo_ev": [-11.49, -11.42]
}

=====

(5)
{
  "formula": "C3HFO2Ru",
  "method": "ωB97M-V with the def2-TZVPD basis set",
  "species": ["C", "O", "F", "C", "H", "O", "C", "Ru"],
  "coordinates": [[1.27, -0.22, 0.38], [0.75, -0.01, -0.84], [2.57, -0.18, 0.46], [0.32, -0.34, 1.31], [0.36, -0.75, 2.31], [-0.89, -0.22, 0.66], [-0.64, 0.03, -0.68], [-1.97, 0.29, -2.10]],
  "mulliken_spin": [0.318, 0.119, 0.068, 0.392, 0.009, 0.178, 0.617, 4.299],
  "lumo_ev": [-10.7360, -13.3264],
  "charge": 2,
  "multiplicity": 7,
  "e_homo_ev": [-16.99, -21.87]
}

=====

(6)
{
  "formula": "C24H26ClF3O3",
  "method": "ωB97M-V with the def2-TZVPD basis set",
  "species": ["H", "H", "H", "H", "O", "C", "H", "H", "C", "C", "H", "H", "C", "C", "C", "F", "H", "C", "O", "C", "C", "H", "H", "H", "C", "C", "H", "H", "H", "H", "H", "C", "H", "H", "H", "C", "Cl", "H", "C", "C", "C", "H", "C", "F", "C", "C", "H", "F", "H", "C", "C", "C", "H", "H", "C", "O", "C"],
  "coordinates": [[-2.06, 1.67, -6.94], [-1.45, -0.11, 5.76], [-2.11, -4.79, 0.86], [0.39, -2.80, 0.18], [0.52, -2.78, 2.84], [5.86, 3.15, -1.48], [-3.40, 2.05, 1.29], [-1.05, -0.67, 7.52], [-3.42, 0.45, -4.08], [-2.34, 1.61, -5.89], [4.24, 1.06, -3.62], [-2.02, 3.33, -2.97], [0.16, 1.43, -0.12], [-1.31, -2.44, 6.10], [5.53, 2.53, -0.27], [3.50, -0.22, -1.49], [-0.13, 3.30, -1.18], [4.27, 0.88, -1.49], [-0.55, -3.18, 5.08], [-0.81, -0.90, 6.37], [-0.41, 0.51, 0.75], [-1.39, 3.47, -5.37], [5.66, 3.11, -3.63], [5.89, 2.93, 0.67], [-1.96, 2.62, -5.01], [0.04, -3.88, 0.50], [-3.35, 1.38, -2.15], [-3.36, -0.29, -6.10], [-1.66, -4.51, -0.95], [-2.48, -2.40, 5.91], [-1.18, -3.03, 7.13], [-1.83, 2.78, 0.02], [4.44, 0.90, 0.65], [-2.14, -0.01, 1.93], [0.64, -4.70, -0.12], [5.40, 2.63, -2.69], [2.06, -4.92, 2.17], [-2.05, -2.97, 0.09], [-0.61, -2.54, 3.76], [-3.07, 0.51, -5.43], [-0.55, 2.57, -0.49], [1.16, 1.27, -0.52], [4.60, 1.48, -2.69], [-4.13, -0.60, -3.64], [-2.32, 2.54, -3.66], [4.72, 1.39, -0.28], [0.14, -0.39, 1.03], [-2.51, 3.88, -0.33], [6.49, 4.04, -1.48], [0.36, -4.08, 2.13], [-1.55, -4.04, 0.13], [-2.41, 1.86, 0.90], [0.34, -0.72, 6.25], [-0.45, -4.78, 2.66], [-3.06, 1.45, -3.19], [-1.59, -1.72, 3.34], [-1.70, 0.72, 1.26]],
  "lowdin_charge": [0.103, 0.093, 0.086, 0.121, -0.102, -0.099, 0.116, 0.090, -0.287, -0.087, 0.116, 0.092, -0.067, -0.223, -0.083, 0.058, 0.114, -0.298, -0.058, -0.108, -0.081, 0.100, 0.105, 0.105, -0.096, -0.235, 0.111, 0.114, 0.084, 0.139, 0.142, -0.312, 0.116, 0.080, 0.105, -0.085, 0.518, 0.082, -0.251, -0.021, -0.028, 0.096, -0.019, 0.062, -0.079, -0.020, 0.089, 0.057, 0.100, -0.570, -0.136, -0.018, 0.093, 0.149, -0.006, 0.009, -0.073],
  "smiles": "CCOC(=O)O[C@H](Cl)CC.Fc1ccccc1.Fc1ccccc1.Fc1ccccc1",
  "lumo_ev": 0.3450,
  "e_homo_ev": -9.07
}

=====

We obtain energy values of -54107.5072, -50492.8702, -13280.6684, -83919.3581, -12492.5226, -52122.8918 eV for the records listed above, in that order.